Here is C53H69AsMgN3O9P2S3Si as an isolated structure from the Open Molecules 2025 dataset. Energies are from ωB97M-V with the def2-TZVPD basis set.

Results
E_tot	-7505.58131	a.u.
net charge	-1
energy relative to the best compared isomer or geometry (same formula, charge and spin)	0.00	kcal per mole
M	1177.6	g/mol

Last column: Löwdin charge in e.
Atoms and positions in Å:
1 Mg 1.0668 -0.1484 -0.5048  0.376
2 C 0.9593 -0.5280 3.2244  -0.050
3 C 2.4283 -0.4978 2.8383  -0.600
4 C 3.0488 -1.8607 3.1130  -0.023
5 C 3.1532 0.5967 3.6137  -0.019
6 O 2.4868 -0.2195 1.4075  -0.229
7 Si 3.8557 0.2030 0.5220  -0.118
8 S 3.3982 -0.3261 -1.4167  0.484
9 O 3.9485 1.8069 0.8492  -0.134
10 C 4.8123 2.8601 0.4159  -0.631
11 C 5.2324 2.6877 -1.0395  -0.037
12 C 6.0360 2.8804 1.3285  -0.025
13 C 3.9980 4.1383 0.5713  -0.017
14 O 5.2025 -0.4795 1.1801  -0.151
15 C 6.1330 -1.4921 0.7666  -0.646
16 C 5.4224 -2.8130 0.4821  -0.026
17 C 7.0937 -1.6535 1.9388  -0.032
18 C 6.8920 -1.0159 -0.4683  -0.042
19 H 0.8551 -0.8890 4.2515  0.094
20 H 0.4060 -1.1970 2.5640  0.015
21 H 0.5268 0.4694 3.1654  0.052
22 H 2.9147 -2.1179 4.1667  0.091
23 H 4.1147 -1.8427 2.8948  0.057
24 H 2.5690 -2.6236 2.4984  0.059
25 H 3.0293 0.4240 4.6856  0.091
26 H 2.7379 1.5741 3.3633  0.082
27 H 4.2200 0.6007 3.3831  0.080
28 H 5.8425 1.7919 -1.1739  0.068
29 H 5.8176 3.5545 -1.3584  0.090
30 H 4.3544 2.5921 -1.6766  0.060
31 H 6.5733 1.9329 1.2569  0.070
32 H 5.7238 3.0198 2.3660  0.087
33 H 6.7119 3.6938 1.0527  0.084
34 H 3.0885 4.0813 -0.0290  0.079
35 H 4.5814 5.0088 0.2606  0.088
36 H 3.7142 4.2684 1.6200  0.068
37 H 4.9591 -3.2149 1.3833  0.078
38 H 6.1400 -3.5472 0.1065  0.089
39 H 4.6465 -2.6665 -0.2678  0.049
40 H 6.5444 -1.9489 2.8350  0.080
41 H 7.6009 -0.7077 2.1411  0.083
42 H 7.8430 -2.4173 1.7188  0.085
43 H 6.2087 -0.8861 -1.3084  0.052
44 H 7.6571 -1.7454 -0.7458  0.085
45 H 7.3833 -0.0621 -0.2601  0.080
46 C -2.7480 0.4937 2.9108  -0.303
47 N -3.6220 -0.6113 2.5575  -0.174
48 C -3.1899 -1.9114 3.0402  -0.313
49 P -1.8288 -2.5630 1.9484  1.066
50 C -1.3462 -4.0784 2.8634  -0.372
51 C -0.9791 -5.2334 2.1677  -0.122
52 C -0.4832 -6.3426 2.8361  -0.086
53 C -0.3357 -6.3228 4.2166  -0.104
54 C -0.6773 -5.1775 4.9193  -0.100
55 C -1.1697 -4.0653 4.2487  -0.102
56 C -2.8607 -3.2365 0.5912  -0.379
57 C -2.7358 -2.6230 -0.6541  -0.131
58 C -3.5332 -3.0222 -1.7232  -0.066
59 C -4.4562 -4.0445 -1.5536  -0.085
60 C -4.5821 -4.6677 -0.3157  -0.090
61 C -3.7910 -4.2640 0.7495  -0.120
62 C -4.9461 -0.4029 2.1717  -0.221
63 C -5.7415 -1.4758 1.7379  -0.030
64 C -7.0545 -1.2830 1.3408  -0.096
65 C -7.6301 -0.0210 1.3518  -0.118
66 C -6.8466 1.0497 1.7561  -0.094
67 C -5.5330 0.8719 2.1569  -0.037
68 P -1.6516 1.1221 1.5010  1.129
69 C -1.0456 2.6667 2.3093  -0.354
70 C -1.8382 3.4934 3.1131  -0.112
71 C -1.3083 4.6185 3.7263  -0.092
72 C 0.0298 4.9452 3.5403  -0.090
73 C 0.8240 4.1468 2.7338  -0.064
74 C 0.2932 3.0157 2.1263  -0.089
75 C -2.9467 1.7147 0.3513  -0.374
76 C -3.5303 0.7444 -0.4592  -0.113
77 C -4.5637 1.0658 -1.3208  -0.078
78 C -5.0120 2.3748 -1.4070  -0.088
79 C -4.4103 3.3582 -0.6353  -0.083
80 C -3.3819 3.0321 0.2379  -0.093
81 H -2.0649 0.1593 3.6960  0.081
82 H -3.3249 1.3056 3.3473  0.061
83 H -4.0306 -2.5964 3.1262  0.084
84 H -2.7753 -1.7946 4.0476  0.073
85 H -1.0666 -5.2552 1.0889  0.085
86 H -0.2019 -7.2235 2.2722  0.100
87 H 0.0532 -7.1887 4.7378  0.095
88 H -0.5554 -5.1421 5.9953  0.097
89 H -1.4051 -3.1782 4.8238  0.088
90 H -1.9901 -1.8461 -0.8047  0.058
91 H -3.4090 -2.5411 -2.6871  0.107
92 H -5.0761 -4.3605 -2.3844  0.098
93 H -5.3001 -5.4685 -0.1820  0.098
94 H -3.8914 -4.7554 1.7115  0.111
95 H -5.3209 -2.4686 1.6520  0.075
96 H -7.6248 -2.1394 0.9997  0.098
97 H -8.6524 0.1279 1.0289  0.090
98 H -7.2505 2.0551 1.7428  0.101
99 H -4.9589 1.7529 2.3963  0.089
100 H -2.8903 3.2780 3.2479  0.091
101 H -1.9421 5.2456 4.3418  0.097
102 H 0.4461 5.8257 4.0147  0.097
103 H 1.8638 4.4029 2.5644  0.083
104 H 0.9242 2.4152 1.4802  0.077
105 H -3.1749 -0.2759 -0.4110  0.069
106 H -5.0049 0.2936 -1.9392  0.104
107 H -5.8097 2.6335 -2.0928  0.096
108 H -4.7295 4.3904 -0.7236  0.097
109 H -2.9062 3.8166 0.8111  0.096
110 O -2.1910 0.5066 -3.5447  -0.234
111 As -0.6208 -0.2373 -3.2682  0.905
112 O -0.6038 -1.5356 -4.2837  -0.478
113 O -0.4749 -0.5676 -1.6399  -0.509
114 C 0.7895 0.9756 -3.8158  -0.230
115 C 1.4731 0.5584 -4.9554  -0.102
116 C 2.5676 1.2696 -5.4241  -0.079
117 C 2.9875 2.4111 -4.7572  -0.071
118 C 2.3111 2.8388 -3.6252  -0.069
119 C 1.2224 2.1242 -3.1489  -0.257
120 S 0.4331 2.7141 -1.6530  0.472
121 O -0.9734 2.4727 -1.8412  -0.290
122 O 0.8582 4.0837 -1.4923  -0.307
123 O 1.0225 1.8515 -0.5841  -0.430
124 H -2.5676 -0.0089 -4.2707  0.037
125 H 1.1343 -0.3375 -5.4604  0.092
126 H 3.0907 0.9281 -6.3091  0.099
127 H 3.8428 2.9713 -5.1147  0.103
128 H 2.6099 3.7338 -3.0959  0.108
129 C 2.2404 -2.8346 -3.7032  -0.086
130 N 2.1602 -3.1599 -2.2745  -0.040
131 C 1.0517 -3.4376 -1.5664  -0.801
132 S 1.0046 -3.0261 0.0973  0.669
133 N 0.0149 -4.0739 -2.1076  -0.008
134 C -0.1245 -4.6529 -3.4341  -0.065
135 H 2.8594 -1.9408 -3.7906  0.057
136 H 1.2589 -2.6038 -4.1119  0.041
137 H 2.7136 -3.6399 -4.2693  0.076
138 H 2.7981 -2.6069 -1.7090  -0.014
139 H -0.8026 -4.0777 -1.5191  0.089
140 H -0.5736 -3.9344 -4.1231  0.065
141 H -0.7531 -5.5399 -3.3517  0.083
142 H 0.8457 -4.9658 -3.8092  0.076

Cartesian forces (eV/Å) of the 3 atoms listed first:
Mg -0.042 -0.387 0.437
C 0.052 0.003 -0.014
C -0.053 0.047 0.019